No. 1
Formula: C34H48N7O2PPmS
Source: the Open Molecules 2025 dataset
Level of theory: the ωB97M-V functional and the def2-TZVPD basis

Calculated values
- calculated total energy (eV) = -87241.28064
- energy relative to the best compared isomer or geometry (same formula, charge and spin) (kcal per mole) = 0.0
- HOMO (spin up / spin down) (eV) = -11.11 / -11.11
- lowest unoccupied orbital energy (spin up / spin down) (Eh) = -0.093 / -0.091
- spin multiplicity = 5
- charge = +1

Each line ends with the Löwdin charge.
Element x y z (Å)
Pm: 1.564 0.928 0.172  1.51
N: 4.069 0.776 3.042  0.12
C: 2.772 0.617 3.466  -0.31
C: 2.537 0.784 4.839  0.01
C: 1.266 0.634 5.332  -0.03
C: 0.236 0.313 4.448  -0.04
C: 0.552 0.169 3.124  -0.17
N: 1.792 0.304 2.612  0.00
C: 4.680 0.577 1.827  -0.28
C: 6.075 0.735 1.791  0.02
C: 6.758 0.427 0.643  -0.03
C: 6.045 -0.054 -0.454  -0.03
C: 4.681 -0.140 -0.346  -0.15
N: 3.980 0.188 0.758  0.03
H: 4.670 1.179 3.740  0.15
H: 3.362 1.038 5.491  0.12
H: 1.069 0.752 6.388  0.12
H: -0.784 0.199 4.784  0.12
H: -0.218 -0.070 2.402  0.04
H: 6.594 1.089 2.672  0.12
H: 7.834 0.531 0.597  0.12
H: 6.538 -0.335 -1.373  0.12
H: 4.099 -0.503 -1.183  0.09
S: 0.116 3.093 1.229  0.59
C: 1.679 3.165 1.755  -0.97
N: 2.783 3.154 2.118  0.11
N: 2.836 -0.477 -4.299  0.21
C: 2.740 0.299 -3.207  -0.51
O: 1.965 -0.044 -2.258  -0.17
C: 3.551 1.471 -3.121  -0.19
C: 3.268 2.187 -1.975  -0.16
N: 2.794 2.555 -0.979  0.06
C: 4.529 1.802 -4.081  -0.21
N: 5.338 2.003 -4.877  0.16
H: 2.213 -1.258 -4.408  0.12
H: 3.374 -0.173 -5.095  0.12
C: -4.891 2.092 1.569  -0.19
C: -3.856 2.967 0.867  -0.18
C: -2.988 2.128 -0.088  -0.21
C: -2.790 0.689 0.432  -0.42
C: -2.793 0.702 1.965  -0.22
C: -4.195 1.067 2.482  -0.17
P: -1.253 -0.095 -0.267  1.05
C: -1.514 -1.938 -0.068  -0.41
C: -1.053 -2.436 1.313  -0.23
C: -1.383 -3.920 1.458  -0.18
C: -2.910 -4.120 1.528  -0.18
C: -3.664 -2.970 0.846  -0.19
C: -2.921 -2.492 -0.401  -0.19
C: -1.384 0.107 -2.118  -0.43
C: -0.876 1.479 -2.584  -0.22
C: -0.556 1.440 -4.085  -0.17
C: -1.581 0.586 -4.856  -0.18
C: -2.911 0.529 -4.109  -0.18
C: -2.746 -0.208 -2.769  -0.19
H: -5.496 1.580 0.817  0.11
H: -5.572 2.710 2.154  0.11
H: -3.226 3.452 1.617  0.11
H: -4.347 3.761 0.304  0.12
H: -2.021 2.622 -0.202  0.04
H: -3.459 2.099 -1.073  0.11
H: -3.632 0.071 0.107  0.10
H: -2.060 1.435 2.311  0.08
H: -2.510 -0.270 2.375  0.08
H: -4.103 1.469 3.493  0.11
H: -4.807 0.165 2.550  0.11
H: -0.807 -2.343 -0.802  0.10
H: -1.571 -1.902 2.113  0.09
H: 0.014 -2.254 1.438  0.08
H: -0.909 -4.326 2.353  0.11
H: -0.968 -4.462 0.602  0.11
H: -3.230 -4.192 2.569  0.11
H: -3.176 -5.065 1.051  0.11
H: -3.792 -2.135 1.542  0.10
H: -4.666 -3.297 0.567  0.12
H: -3.528 -1.758 -0.929  0.08
H: -2.811 -3.343 -1.078  0.13
H: -0.649 -0.625 -2.477  0.10
H: 0.015 1.781 -2.022  0.06
H: -1.631 2.241 -2.398  0.10
H: 0.445 1.037 -4.238  0.09
H: -0.550 2.461 -4.472  0.12
H: -1.211 -0.436 -4.980  0.11
H: -1.724 0.993 -5.857  0.11
H: -3.663 0.018 -4.712  0.12
H: -3.279 1.545 -3.942  0.12
H: -2.814 -1.284 -2.942  0.11
H: -3.574 0.067 -2.112  0.09
C: 2.501 -2.830 0.148  -0.08
O: 1.831 -1.603 -0.159  -0.29
H: 3.530 -2.819 -0.213  0.09
H: 1.970 -3.674 -0.295  0.09
H: 2.510 -2.941 1.229  0.09
H: 1.879 -1.469 -1.123  0.04

Force components x, y, z for each atom (eV/Å):
0.4 -0.9 0.7
0.0 0.0 0.1
-0.1 -0.2 0.0
0.0 0.0 0.0
0.1 0.0 -0.1
-0.1 0.0 0.0
0.0 -0.1 0.0
0.1 0.2 0.2
0.0 -0.2 -0.1
0.0 0.0 0.0
-0.1 0.0 0.1
-0.1 0.0 -0.1
0.2 -0.1 0.0
0.1 0.3 0.1
0.1 0.0 0.0
0.0 0.0 0.0
0.0 0.0 0.0
0.0 0.0 0.0
0.0 0.0 0.0
0.0 0.0 0.0
0.0 0.0 0.0
0.0 0.0 0.0
-0.1 0.1 0.0
-0.5 -0.2 -0.3
0.3 0.6 0.5
0.0 -0.2 -0.3
0.0 0.0 0.0
0.1 -0.1 -0.2
-0.1 0.1 0.3
-0.1 -0.1 0.0
-0.3 0.1 0.1
0.5 0.6 -0.4
0.2 0.1 -0.1
-0.1 0.0 0.0
0.0 0.0 0.1
0.0 0.0 0.0
0.1 0.1 0.0
-0.1 -0.1 0.0
-0.1 0.0 0.2
0.3 0.0 0.0
-0.2 0.0 0.0
0.0 0.0 -0.1
-0.8 -0.3 -0.4
0.2 0.3 0.1
0.0 -0.2 -0.1
-0.1 0.1 0.1
0.0 0.1 0.0
0.1 -0.1 -0.1
-0.1 0.0 0.1
0.1 0.1 0.3
0.0 -0.1 -0.1
-0.1 0.0 0.0
-0.1 0.1 0.1
0.1 -0.1 0.0
0.0 0.1 -0.2
0.0 0.0 0.0
0.0 0.0 0.0
0.0 0.0 0.0
0.0 0.0 0.0
0.0 0.0 -0.1
0.0 0.0 0.0
0.0 0.0 0.0
0.0 0.0 0.0
0.0 0.1 0.0
0.0 0.0 0.0
0.0 0.0 0.0
0.0 0.0 0.0
0.1 0.0 0.0
0.1 0.0 0.0
0.0 0.0 0.0
0.0 0.0 0.0
0.0 0.0 0.0
0.0 0.0 0.0
0.0 0.0 0.0
0.0 0.0 0.0
0.0 -0.1 0.0
0.0 0.0 0.0
0.0 0.0 0.0
0.0 0.1 -0.1
0.0 0.0 0.1
0.0 0.0 0.0
0.0 0.0 0.0
0.0 0.0 0.0
0.0 -0.1 0.0
0.0 0.0 0.0
0.0 0.0 0.0
0.0 0.0 0.0
0.0 0.0 0.0
0.0 0.0 0.3
-0.1 0.1 -0.4
0.0 0.1 0.0
0.0 0.0 0.0
0.0 0.0 0.0
-0.1 0.0 -0.1

No. 2
Formula: C34H51BiClFN9O4S
Source: the Open Molecules 2025 dataset
Level of theory: the ωB97M-V functional and the def2-TZVPD basis

Calculated values
- calculated total energy (eV) = -89597.63581
- energy relative to the best compared isomer or geometry (same formula, charge and spin) (kcal per mole) = 48.0
- HOMO (eV) = -9.97
- lowest unoccupied orbital energy (Eh) = -0.118
- spin multiplicity = 1
- charge = +1

Each line ends with the Löwdin charge.
Element x y z (Å)
Bi: 0.831 0.342 0.574  1.62
C: 1.917 -6.323 3.476  -0.05
C: 3.216 -5.539 3.529  -0.18
N: 3.235 -4.420 2.585  -0.02
C: 2.979 -3.179 3.039  0.05
C: 2.826 -2.066 2.267  -0.07
C: 2.523 -0.784 3.012  -0.63
O: 2.635 -0.772 4.217  0.09
O: 2.205 0.248 2.291  -0.27
C: 2.946 -2.192 0.851  -0.33
O: 2.688 -1.306 0.017  -0.14
C: 3.366 -3.512 0.374  -0.03
C: 3.598 -3.689 -0.990  0.08
C: 3.849 -4.937 -1.473  -0.19
F: 4.011 -5.100 -2.816  0.04
C: 3.887 -6.068 -0.649  -0.15
C: 3.711 -5.885 0.708  0.06
C: 3.437 -4.616 1.233  -0.11
N: 4.060 -7.378 -1.141  -0.09
C: 4.868 -7.687 -2.294  -0.13
C: 4.050 -7.889 -3.565  -0.08
N: 2.968 -8.906 -3.287  0.06
C: 2.113 -8.504 -2.111  -0.07
C: 3.021 -8.344 -0.899  -0.13
H: 1.936 -7.124 4.211  0.08
H: 1.745 -6.763 2.494  0.06
H: 1.072 -5.673 3.700  0.09
H: 4.090 -6.168 3.344  0.12
H: 3.354 -5.104 4.518  0.13
H: 2.853 -3.071 4.109  0.15
H: 3.514 -2.840 -1.651  0.14
H: 3.791 -6.745 1.355  0.12
H: 5.428 -8.608 -2.085  0.14
H: 5.602 -6.903 -2.470  0.14
H: 4.647 -8.275 -4.390  0.14
H: 3.532 -6.982 -3.865  0.12
H: 3.400 -9.815 -3.089  0.18
H: 2.388 -9.036 -4.119  0.19
H: 1.356 -9.277 -1.984  0.14
H: 1.641 -7.559 -2.387  0.11
H: 3.465 -9.316 -0.647  0.14
H: 2.410 -8.040 -0.050  0.13
N: 2.872 1.897 0.313  -0.08
C: 3.415 2.447 -0.936  -0.25
C: 3.109 3.930 -1.128  -0.20
C: 1.779 4.331 -1.761  -0.20
C: 0.493 3.977 -1.012  -0.27
N: 0.053 2.600 -1.281  -0.03
H: 2.734 2.624 1.008  0.08
H: 3.505 1.232 0.744  0.07
H: 3.026 1.866 -1.776  0.11
H: 4.503 2.319 -0.938  0.11
H: 3.903 4.342 -1.757  0.11
H: 3.221 4.439 -0.165  0.12
H: 1.719 3.926 -2.778  0.11
H: 1.802 5.416 -1.889  0.11
H: -0.287 4.695 -1.294  0.11
H: 0.633 4.083 0.067  0.10
H: -0.024 2.484 -2.288  0.08
H: -0.894 2.462 -0.922  0.01
Cl: -0.427 -1.524 1.826  -0.06
N: -0.373 -0.810 -2.356  0.11
C: -0.045 -2.153 -2.309  -0.32
C: 0.988 -2.658 -3.102  -0.04
C: 1.268 -4.013 -3.103  -0.12
C: 0.551 -4.890 -2.301  -0.12
C: -0.464 -4.385 -1.498  -0.08
C: -0.767 -3.037 -1.504  -0.04
H: 0.388 -0.181 -2.557  0.07
H: -1.011 -0.457 -1.654  0.01
H: 1.543 -1.985 -3.743  0.12
H: 2.054 -4.382 -3.751  0.09
H: 0.766 -5.951 -2.306  0.06
H: -1.029 -5.046 -0.856  0.10
H: -1.543 -2.654 -0.859  0.09
N: 0.046 2.041 1.767  -0.04
C: -0.068 2.618 2.790  -0.32
N: -0.110 3.309 3.818  0.12
C: -1.175 3.701 4.475  -0.38
N: -2.087 4.091 5.060  0.11
C: -5.472 -0.989 -2.354  -0.10
C: -4.225 -0.814 -1.499  -0.31
C: -4.357 0.367 -0.550  -0.35
S: -2.963 0.412 0.576  0.93
O: -1.755 0.712 -0.300  -0.71
C: -3.311 1.927 1.507  -0.32
C: -2.761 3.217 0.911  -0.29
C: -3.465 3.718 -0.340  -0.10
H: -5.338 -1.787 -3.080  0.07
H: -5.702 -0.077 -2.905  0.08
H: -6.339 -1.234 -1.742  0.08
H: -3.356 -0.661 -2.141  0.10
H: -4.035 -1.722 -0.920  0.11
H: -5.248 0.273 0.076  0.11
H: -4.405 1.314 -1.085  0.08
H: -2.884 1.748 2.494  0.08
H: -4.398 1.955 1.619  0.10
H: -1.698 3.080 0.716  0.04
H: -2.824 3.965 1.704  0.12
H: -3.216 3.114 -1.213  0.06
H: -3.165 4.741 -0.561  0.08
H: -4.550 3.713 -0.223  0.08

Force components x, y, z for each atom (eV/Å):
0.2 0.2 0.0
0.0 0.0 0.0
0.1 0.0 0.1
0.0 0.0 0.0
-0.1 0.1 0.0
0.1 -0.1 0.1
0.0 -0.2 -0.1
0.1 0.0 0.2
-0.1 0.1 -0.1
-0.1 -0.2 0.2
0.1 0.3 -0.2
0.0 -0.1 -0.1
0.0 0.0 0.1
0.1 0.0 0.0
0.2 -0.1 0.1
0.0 0.1 -0.1
0.0 0.1 0.0
0.0 0.0 0.0
0.0 0.0 0.0
0.1 0.0 -0.1
-0.1 -0.1 -0.1
0.0 -0.2 0.0
0.0 0.0 -0.2
-0.2 -0.1 0.1
0.0 0.0 0.0
0.0 0.0 -0.1
0.0 0.0 0.0
-0.1 0.0 0.0
0.0 -0.1 0.0
0.0 0.0 0.0
0.0 0.0 0.0
0.0 -0.1 0.0
0.0 0.0 0.0
-0.1 0.0 0.0
0.0 0.1 0.0
0.1 0.0 0.0
0.0 0.1 0.0
0.0 0.0 0.1
0.0 0.0 0.1
0.1 -0.2 0.1
0.0 0.0 0.0
0.0 0.0 -0.1
-0.1 0.0 0.1
0.1 0.0 -0.1
0.1 0.0 0.0
-0.1 0.0 0.0
0.0 0.0 0.0
0.0 0.0 -0.1
0.0 0.0 0.0
0.0 0.0 -0.1
0.0 0.0 0.0
-0.1 0.0 0.0
0.0 0.0 0.0
0.0 0.0 0.0
0.0 -0.1 0.0
0.0 0.0 0.0
0.1 0.0 0.0
0.0 0.0 0.0
0.0 0.0 0.0
0.3 -0.1 -0.1
0.0 -0.1 0.0
0.1 0.0 0.0
0.0 0.0 0.0
-0.1 -0.1 -0.1
-0.1 0.0 -0.2
-0.1 0.1 0.0
0.0 -0.1 0.0
0.0 0.0 0.0
0.0 0.0 -0.1
0.0 0.1 0.1
0.0 0.0 0.0
-0.1 0.0 0.0
-0.1 0.1 0.0
0.0 0.0 0.0
-0.1 0.1 0.1
0.1 0.0 0.1
0.0 -0.4 -0.6
0.6 0.3 0.5
-0.2 0.0 -0.1
-0.4 0.1 0.3
0.0 0.0 0.0
0.1 0.0 0.0
-0.1 0.1 -0.1
0.0 -0.2 0.3
-0.1 -0.1 0.0
-0.1 0.0 -0.1
0.0 0.0 0.0
0.0 0.0 0.0
0.0 -0.1 0.0
0.0 0.0 0.0
0.0 0.0 0.0
0.0 0.0 0.0
0.0 0.0 0.0
0.0 0.0 0.1
0.0 0.0 -0.1
0.0 0.0 0.0
0.0 0.0 0.1
-0.1 0.1 0.1
0.0 0.0 0.0
0.0 -0.1 -0.1
0.0 0.0 0.0
0.0 0.0 0.0

No. 3
Formula: C34H51BiClFN9O4S
Source: the Open Molecules 2025 dataset
Level of theory: the ωB97M-V functional and the def2-TZVPD basis

Calculated values
- calculated total energy (eV) = -89597.29125
- energy relative to the best compared isomer or geometry (same formula, charge and spin) (kcal per mole) = 55.9
- HOMO (eV) = -9.44
- lowest unoccupied orbital energy (Eh) = -0.116
- spin multiplicity = 1
- charge = +1

Each line ends with the Löwdin charge.
Element x y z (Å)
Bi: 0.879 -2.089 -0.117  1.59
C: 4.970 4.955 -1.593  -0.06
C: 3.782 4.498 -2.431  -0.18
N: 2.982 3.478 -1.753  -0.03
C: 3.167 2.180 -2.086  0.04
C: 2.509 1.117 -1.548  -0.01
C: 2.803 -0.229 -2.196  -0.58
O: 3.504 -0.222 -3.192  0.06
O: 2.295 -1.296 -1.679  -0.28
C: 1.545 1.353 -0.518  -0.30
O: 0.896 0.487 0.083  -0.15
C: 1.317 2.766 -0.188  -0.04
C: 0.319 3.083 0.730  0.08
C: 0.014 4.382 1.011  -0.19
F: -1.010 4.620 1.857  0.06
C: 0.714 5.448 0.426  -0.13
C: 1.733 5.126 -0.460  0.05
C: 2.026 3.801 -0.807  -0.12
N: 0.457 6.807 0.731  -0.09
C: -0.510 7.170 1.768  -0.13
C: -0.422 8.685 2.000  -0.08
N: 0.971 9.113 1.660  0.06
C: 1.185 9.040 0.175  -0.07
C: 0.458 7.791 -0.340  -0.13
H: 5.512 5.746 -2.111  0.08
H: 5.652 4.121 -1.430  0.09
H: 4.651 5.326 -0.618  0.07
H: 4.139 4.058 -3.360  0.13
H: 3.139 5.335 -2.704  0.11
H: 3.897 1.974 -2.859  0.15
H: -0.233 2.283 1.207  0.12
H: 2.325 5.923 -0.887  0.10
H: -0.256 6.640 2.684  0.14
H: -1.540 6.912 1.509  0.14
H: -0.647 8.930 3.035  0.14
H: -1.103 9.241 1.358  0.14
H: 1.604 8.443 2.103  0.19
H: 1.178 10.045 2.016  0.19
H: 2.257 8.984 -0.004  0.14
H: 0.796 9.948 -0.282  0.14
H: 0.965 7.414 -1.221  0.12
H: -0.567 8.039 -0.641  0.14
N: -2.098 -1.763 -2.471  -0.02
C: -2.376 -0.352 -2.772  -0.26
C: -1.872 0.583 -1.682  -0.20
C: -2.722 0.675 -0.405  -0.18
C: -2.405 -0.341 0.684  -0.27
N: -2.903 -1.680 0.353  0.00
H: -2.649 -2.348 -3.089  0.07
H: -2.410 -1.958 -1.518  0.03
H: -3.447 -0.159 -2.927  0.11
H: -1.865 -0.100 -3.705  0.11
H: -1.840 1.583 -2.124  0.11
H: -0.846 0.307 -1.420  0.08
H: -3.783 0.601 -0.668  0.11
H: -2.574 1.667 0.032  0.10
H: -2.813 0.028 1.633  0.11
H: -1.332 -0.418 0.821  0.06
H: -3.907 -1.720 0.480  0.09
H: -2.481 -2.379 0.955  0.03
Cl: 2.604 -3.817 -0.008  0.06
N: 0.340 -3.354 -2.499  0.01
C: 0.010 -4.716 -2.563  -0.34
C: 0.994 -5.700 -2.513  -0.07
C: 0.631 -7.036 -2.457  -0.09
C: -0.706 -7.413 -2.468  -0.11
C: -1.685 -6.434 -2.569  -0.10
C: -1.331 -5.096 -2.614  -0.06
H: 1.251 -3.096 -2.858  0.08
H: -0.416 -2.725 -2.752  0.03
H: 2.037 -5.410 -2.510  0.10
H: 1.403 -7.794 -2.409  0.11
H: -0.981 -8.458 -2.433  0.10
H: -2.730 -6.714 -2.605  0.10
H: -2.095 -4.328 -2.678  0.09
N: 1.650 -1.475 1.855  -0.07
C: 1.493 -0.657 2.689  -0.33
N: 1.368 0.173 3.608  0.11
C: 0.670 1.267 3.744  -0.38
N: 0.079 2.251 3.902  0.11
C: -4.496 -6.153 1.238  -0.10
C: -3.268 -5.264 1.057  -0.30
C: -2.017 -5.937 1.608  -0.33
S: -0.525 -5.257 0.834  0.94
O: -0.558 -3.773 1.177  -0.71
C: 0.722 -6.021 1.940  -0.34
C: 1.098 -5.158 3.142  -0.29
C: 0.218 -5.360 4.374  -0.10
H: -5.403 -5.640 0.920  0.07
H: -4.616 -6.445 2.283  0.08
H: -4.397 -7.064 0.645  0.08
H: -3.419 -4.315 1.572  0.09
H: -3.130 -5.038 -0.005  0.10
H: -1.993 -6.997 1.339  0.10
H: -1.944 -5.832 2.688  0.09
H: 1.586 -6.162 1.293  0.05
H: 0.323 -6.998 2.219  0.09
H: 1.060 -4.110 2.840  0.07
H: 2.137 -5.378 3.387  0.11
H: -0.763 -4.902 4.245  0.06
H: 0.680 -4.892 5.244  0.08
H: 0.084 -6.421 4.595  0.08

Force components x, y, z for each atom (eV/Å):
-0.1 -0.1 -0.8
-0.1 0.0 0.0
0.2 0.1 0.1
0.0 -0.2 -0.1
0.0 0.1 0.0
-0.1 -0.2 -0.1
0.1 0.1 0.0
0.0 0.0 0.0
-0.2 0.1 0.2
0.3 0.2 -0.1
-0.2 -0.2 0.0
-0.1 0.0 0.0
0.0 -0.1 0.0
-0.1 -0.1 0.0
0.0 0.1 -0.1
0.1 -0.1 0.0
0.1 0.1 -0.1
-0.2 0.0 0.2
0.0 0.1 0.0
0.1 -0.1 0.0
-0.3 -0.2 0.1
-0.1 0.0 0.1
0.0 -0.1 -0.4
-0.1 0.0 0.1
0.0 0.0 0.0
0.0 0.0 0.0
0.0 0.0 0.0
-0.1 0.0 0.0
0.0 0.0 0.0
0.0 0.0 0.0
0.0 0.1 0.0
0.0 0.0 0.0
0.0 0.0 0.0
0.0 0.1 0.0
0.1 0.1 0.0
0.1 0.1 0.0
0.1 0.1 0.0
0.0 0.0 0.0
0.0 0.0 0.1
0.0 0.1 0.1
0.0 0.0 0.0
0.0 0.0 0.0
-0.1 0.3 -0.2
0.0 -0.1 0.0
-0.1 0.0 -0.1
0.2 0.0 -0.1
-0.4 -0.1 0.1
0.0 0.0 0.1
0.0 0.0 -0.1
-0.1 -0.1 0.1
0.0 0.0 0.0
0.0 0.0 0.0
0.1 0.0 0.0
0.0 0.1 -0.1
0.0 0.1 0.0
0.0 0.0 0.0
0.0 0.0 0.0
0.2 0.1 0.0
0.0 0.0 0.0
0.0 -0.1 0.0
0.1 -0.3 0.0
0.4 -0.3 0.3
-0.1 0.0 0.0
0.0 0.0 0.0
0.0 0.0 0.0
0.0 -0.1 0.0
0.1 0.0 0.1
-0.1 0.1 0.1
0.0 0.0 -0.1
-0.1 0.2 -0.1
0.0 0.0 0.1
0.0 0.0 0.0
0.0 0.0 0.0
0.0 0.0 0.0
0.0 -0.1 0.0
0.3 0.1 0.9
-0.4 0.0 -0.8
0.4 0.1 0.9
-0.1 -0.1 -0.4
0.0 0.1 0.0
0.1 0.0 0.0
-0.1 -0.1 0.0
0.1 0.1 -0.3
-0.1 -0.4 0.4
0.0 0.3 -0.1
0.1 0.2 -0.2
-0.2 0.0 0.1
0.1 0.0 -0.1
0.0 0.0 0.0
0.0 0.0 0.0
0.0 0.0 0.0
0.0 0.0 0.0
0.0 0.0 0.0
0.0 0.0 0.0
0.0 -0.1 0.0
0.0 0.0 0.0
0.0 0.0 0.0
0.2 0.0 0.0
0.0 0.0 0.0
0.0 0.0 0.0
0.0 0.0 0.0
0.0 0.0 0.0